C26H27F3O6 | the ωB97M-V functional and the def2-TZVPD basis

The calculation puts the LUMO energy at 0.63 eV. Its HOMO-LUMO gap is 9.77 eV. Its SMILES is C[C@H]1COC(=O)O1.C[C@H]1COC(=O)O1.Fc1ccccc1.Fc1ccccc1.Fc1ccccc1.

```
! wB97M-V def2-TZVPD RIJCOSX def2/J DEFGRID3
* xyz 0 1
C -0.02551 -5.57160 0.76247
C 1.08547 -5.20435 -0.19872
C 0.69381 -4.10254 -1.14319
O 1.79573 -3.21035 -1.09015
C 2.72204 -3.66777 -0.17428
O 3.87398 -3.21079 0.08150
O 2.22199 -4.71817 0.47845
H -0.94804 -5.41267 0.20411
H -0.07836 -4.84327 1.57169
H 0.02401 -6.59302 1.13975
H 1.40208 -6.11434 -0.70840
H -0.21736 -3.57137 -0.86800
H 0.63878 -4.63377 -2.09339
C 2.58022 2.11460 4.09022
C 2.10370 0.76407 4.45591
C 0.71831 0.84838 5.08169
O -0.08529 0.02384 4.28173
C 0.64732 -0.48255 3.30441
O 0.28384 -1.25535 2.43197
O 1.86117 0.07098 3.28998
H 2.59078 2.78902 4.94647
H 1.89867 2.65676 3.43473
H 3.53813 2.04482 3.57482
H 2.68783 0.18854 5.17400
H 0.21310 1.80956 4.98687
H 0.79573 0.52477 6.11966
F -3.01832 -1.34945 -1.03441
C -1.93149 -0.69346 -1.58921
C -2.11752 0.05403 -2.81026
C -1.05107 0.75471 -3.30826
C 0.23495 0.71201 -2.73659
C 0.42681 0.04850 -1.52749
C -0.67008 -0.62975 -0.95997
H -3.06148 -0.02732 -3.32865
H -1.26423 1.41059 -4.13939
H 1.02875 1.28447 -3.19328
H 1.43555 -0.08398 -1.16515
H -0.46222 -1.13540 -0.02857
F 7.12254 2.40051 0.00606
C 5.79240 2.24486 0.20721
C 5.00460 3.35009 0.31036
C 3.61380 3.23692 0.36712
C 3.05311 2.03624 0.35637
C 3.87962 0.89527 0.34812
C 5.24821 0.96299 0.17082
H 5.47174 4.31933 0.21685
H 2.94685 4.07870 0.25316
H 1.98294 1.90634 0.42150
H 3.49440 -0.10763 0.23770
H 5.82437 0.06348 0.01169
F -5.27903 3.98626 -3.93791
C -5.80638 2.97735 -3.27676
C -7.17180 2.93293 -2.92006
C -7.71997 1.84968 -2.18947
C -6.88510 0.80667 -1.80816
C -5.52468 0.88739 -2.11343
C -4.95330 1.96343 -2.75975
H -7.85437 3.74482 -3.12338
H -8.78472 1.86835 -2.00959
H -7.28085 -0.11666 -1.41161
H -4.86344 0.10016 -1.78263
H -3.88262 2.02427 -2.88755
*
```

Atomic partial charges in e from the Mulliken method, atoms 1 to 4: atom 1 (C): -1.4165, atom 2 (C): 0.4681, atom 3 (C): -0.2521, atom 4 (O): -0.2917

---

C43H31AsBrCl5IrN3O3 | the ωB97M-V functional and the def2-TZVPD basis

The calculation puts the energy above the lowest of the compared OMol25 structures with the same formula, charge and spin at 0.0 kcal per mole. The calculation puts the LUMO energy (spin up / spin down) at -3.05 / -3.72 eV. Its HOMO-LUMO gap (spin up / spin down) is 7.40 / 6.72 eV. The expectation value of S² is 0.7522.

```
! wB97M-V def2-TZVPD RIJCOSX def2/J DEFGRID3
* xyz 1 2
Ir 0.47281 0.82348 0.17212
C 0.52215 3.80227 1.66561
O -0.21330 2.79714 0.95453
C -1.59807 2.77922 1.09964
C -2.30793 3.68248 1.86020
C -3.69154 3.53639 1.93877
Br -4.67321 4.77529 2.97166
C -4.34142 2.49527 1.31395
C -3.60663 1.57754 0.56124
C -2.23370 1.74225 0.40709
O -1.52035 0.92785 -0.39891
C -4.27713 0.39347 0.00109
N -5.51268 0.34770 -0.42065
C -5.72636 -0.98005 -0.76076
C -6.85638 -1.59496 -1.30267
C -6.78350 -2.94613 -1.58126
C -5.61598 -3.68731 -1.32561
C -4.48706 -3.09702 -0.79012
C -4.56841 -1.73420 -0.51815
N -3.65199 -0.82602 -0.04093
H 0.40627 3.66670 2.74129
H 0.17969 4.78990 1.35937
H 1.56390 3.66955 1.38984
H -1.82406 4.48632 2.39389
H -5.40932 2.36002 1.41040
H -1.83403 1.26151 -1.88783
H -7.75711 -1.02454 -1.48676
H -7.64671 -3.45349 -1.99113
H -5.60819 -4.74753 -1.54246
H -3.58991 -3.66901 -0.58670
H -2.69875 -0.99464 0.23913
Cl 1.86754 0.22412 -2.79262
C 1.22040 -1.15978 -1.96245
C 0.69016 -0.94880 -0.69683
C 0.19196 -2.06824 -0.04548
Cl -0.47525 -1.78764 1.53765
C 0.20736 -3.34297 -0.59429
Cl -0.43511 -4.67628 0.27382
C 0.73720 -3.51535 -1.87376
Cl 0.74940 -5.07160 -2.59978
C 1.24596 -2.41415 -2.56174
Cl 1.88127 -2.60531 -4.14953
O -2.07962 1.39841 -2.86312
N -2.44264 0.15429 -3.29160
C -1.49433 -0.64012 -3.80414
C -1.83752 -1.89830 -4.24438
C -3.16236 -2.30539 -4.15919
C -4.11728 -1.44434 -3.63900
C -3.73155 -0.19587 -3.20392
H -0.50199 -0.21572 -3.84038
H -1.06629 -2.53953 -4.64765
H -3.45090 -3.29295 -4.49236
H -5.15251 -1.73855 -3.53685
H -4.38904 0.53800 -2.75799
C 3.93598 -3.85686 0.94470
C 3.43508 -3.29534 2.11003
C 3.14185 -1.93855 2.15938
C 3.35521 -1.14462 1.03928
C 3.87027 -1.70534 -0.12646
C 4.16007 -3.06062 -0.17164
As 2.70043 0.66941 0.99959
C 4.06114 1.66093 0.07480
C 5.40882 1.34952 0.22869
C 6.36882 2.10212 -0.43178
C 5.98487 3.16136 -1.24340
C 4.64110 3.46929 -1.40216
C 3.67821 2.71602 -0.74607
C 2.76151 1.28486 2.82788
C 1.64277 1.05341 3.62571
C 1.62416 1.49010 4.94201
C 2.71837 2.17087 5.45930
C 3.83027 2.40915 4.66401
C 3.85610 1.96497 3.34870
H 4.15909 -4.91502 0.90693
H 3.26961 -3.91281 2.98305
H 2.74479 -1.50719 3.07082
H 4.04331 -1.08804 -1.00143
H 4.56066 -3.49548 -1.07862
H 5.70992 0.51668 0.85369
H 7.41675 1.85989 -0.31498
H 6.73615 3.74457 -1.75909
H 4.34381 4.28976 -2.04179
H 2.62560 2.94079 -0.88584
H 0.78284 0.53114 3.21835
H 0.75724 1.30216 5.56195
H 2.70367 2.51695 6.48429
H 4.68085 2.94238 5.06753
H 4.72472 2.16018 2.73228
*
```

Atomic partial charges in e from the Mulliken method, atoms 1 to 4: atom 1 (Ir): 1.5733, atom 2 (C): -1.1295, atom 3 (O): -0.1649, atom 4 (C): 1.0239

---

C3H3BrO2 | the ωB97M-V functional and the def2-TZVPD basis

The calculation puts the energy above the lowest of the compared OMol25 structures with the same formula, charge and spin at 41.9 kcal per mole. The calculation puts the LUMO energy at -0.48 eV. Its HOMO-LUMO gap is 8.59 eV. Its SMILES is O=C=CBr.C=O.

```
! wB97M-V def2-TZVPD RIJCOSX def2/J DEFGRID3
* xyz 0 1
O 2.42337 1.93841 -0.47214
C 1.73448 1.26400 0.20841
C 1.16717 0.29175 0.84029
Br 1.68025 -1.50206 0.51692
H 0.43773 0.39937 1.67471
C -1.87014 -0.61100 -0.73091
O -1.50981 -1.52799 -0.05519
H -2.93986 -0.35871 -0.97574
H -1.12318 0.10622 -1.00635
*
```

Atomic partial charges in e from the Mulliken method, atoms 1 to 4: atom 1 (O): -0.3711, atom 2 (C): 0.9682, atom 3 (C): -0.9143, atom 4 (Br): -0.0527

---

C5H9NO | the ωB97M-V functional and the def2-TZVPD basis

The calculation puts the energy above the lowest of the compared OMol25 structures with the same formula, charge and spin at 0.0 kcal per mole. The calculation puts the LUMO energy (spin up / spin down) at -3.82 / -7.50 eV. Its HOMO-LUMO gap (spin up / spin down) is 10.92 / 7.50 eV. The expectation value of S² is 0.7621.

```
! wB97M-V def2-TZVPD RIJCOSX def2/J DEFGRID3
* xyz 1 2
C -0.38573 1.25926 -1.34650
C 0.51526 1.96809 -0.52562
N 0.56291 1.37540 0.70669
C -0.23259 0.27141 0.67874
C -0.85372 0.21654 -0.60337
C -0.32961 -0.66424 1.80486
H -0.81856 1.62359 -2.26160
H 0.98066 2.93030 -0.67343
H 1.41948 1.43571 1.24540
H -1.59128 -0.53772 -0.81864
H 0.00202 -1.64237 1.43260
H 0.26658 -0.36225 2.65658
H -1.36692 -0.75359 2.12759
H 0.46249 -1.68196 -1.12795
H 0.92107 -2.80161 -2.05930
O 0.44792 -2.63656 -1.23604
*
```

Atomic partial charges in e from the Mulliken method, atoms 1 to 4: atom 1 (C): -0.2535, atom 2 (C): -0.3195, atom 3 (N): -0.1363, atom 4 (C): 0.6851

---

C25H66F6N5O11S2 | the ωB97M-V functional and the def2-TZVPD basis

The calculation puts the LUMO energy at -5.70 eV. Its HOMO-LUMO gap is 4.18 eV.

```
! wB97M-V def2-TZVPD RIJCOSX def2/J DEFGRID3
* xyz 3 1
C 2.49464 -2.06401 8.52696
C 1.36726 -1.87375 7.47123
C 0.19160 -1.07484 8.10558
O -0.57112 -0.40301 7.11800
C -1.81944 0.25363 7.62056
N 1.96092 -1.01237 6.28817
H 1.26567 -0.88597 5.56654
H 2.38108 -0.19168 6.70050
H 2.67950 -1.65019 5.97685
H 2.68528 -1.18267 9.13933
H 3.42558 -2.29058 8.00724
H 2.32616 -2.93501 9.16026
H 0.94183 -2.74548 6.97405
H 0.61388 -0.23622 8.65918
H -0.51281 -1.57810 8.76786
H -2.29016 0.71530 6.75258
H -1.58871 0.92378 8.44867
H -2.47073 -0.58512 7.86635
C -3.86369 -0.09304 -6.38244
C -3.80624 0.97809 -7.50888
C -2.43947 1.60055 -7.50644
O -1.46542 0.67881 -7.99058
C -0.21865 1.37178 -8.19931
N -4.37397 0.38940 -8.82779
H -3.73186 -0.29906 -9.19359
H -5.19763 -0.19449 -8.80014
H -4.41390 1.14766 -9.49378
H -3.40790 0.30366 -5.47526
H -3.18148 -0.89998 -6.64991
H -4.86280 -0.52734 -6.34660
H -4.38935 1.82989 -7.15885
H -2.22597 1.98853 -6.51045
H -2.51577 2.48141 -8.14392
H 0.66627 0.74865 -8.32866
H 0.05143 1.94565 -7.31284
H -0.24185 2.14642 -8.96579
C -6.26148 -5.99818 1.09406
N -5.08909 -5.98613 2.08404
C -5.28694 -7.09677 3.16001
C -3.79982 -6.23257 1.25311
C -4.93606 -4.59135 2.81847
C -6.01823 -4.24062 3.72639
O -7.28251 -4.28491 3.20792
H -6.25279 -6.86182 0.42913
H -6.02504 -5.23648 0.35109
H -7.21296 -5.77073 1.57475
H -4.39063 -7.24711 3.76178
H -5.27112 -7.97424 2.51356
H -6.20789 -6.94927 3.72409
H -3.55882 -5.38305 0.61412
H -3.94150 -7.16233 0.70212
H -2.99188 -6.27557 1.98350
H -5.05083 -3.85867 2.01967
H -3.94619 -4.50157 3.26590
H -5.92997 -3.21502 4.08483
H -6.00165 -4.84359 4.63426
H -7.53937 -3.44326 2.82417
C 8.55546 3.01611 -0.20910
N 8.88343 2.18784 0.99509
C 7.60701 1.89148 1.77845
C 9.41326 0.85421 0.41063
C 9.80901 2.87607 2.01983
C 10.97935 3.59465 1.50529
O 11.67927 2.85779 0.47816
H 7.76749 2.57212 -0.81745
H 9.48196 3.21763 -0.74677
H 8.30607 4.03827 0.07563
H 7.19919 2.88605 1.95900
H 7.87440 1.35220 2.68717
H 6.92251 1.30538 1.16522
H 10.29714 1.03086 -0.20228
H 8.55329 0.43344 -0.11046
H 9.59805 0.24646 1.29640
H 10.13171 2.11814 2.73362
H 9.14629 3.47058 2.64869
H 11.73249 3.88743 2.23684
H 10.88097 4.53704 0.96647
H 12.20569 2.16769 0.88835
C -1.21517 5.14420 -1.09481
N -1.42930 6.19694 0.02511
C -2.92171 6.17979 0.47861
C -0.60929 5.79948 1.31316
C -1.08808 7.57772 -0.63161
C 0.17540 7.75606 -1.39170
O 1.18598 7.19784 -0.65648
H -1.64213 4.14916 -0.96963
H -0.17022 5.02482 -1.38103
H -1.80360 5.54147 -1.92188
H -2.97254 6.90325 1.29232
H -3.25649 5.21899 0.86962
H -3.60287 6.39313 -0.34517
H -0.80167 6.43959 2.17417
H 0.46179 5.69487 1.14016
H -1.03657 4.82888 1.56511
H -1.08561 8.24386 0.23116
H -2.02866 7.81245 -1.12991
H 0.34723 8.83208 -1.36447
H -0.00087 7.16727 -2.29190
H 1.90904 7.79003 -0.87576
C 1.23271 -1.86483 -1.68725
F 2.43958 -2.26258 -1.35313
F 1.27004 -0.83386 -2.58131
F 0.61393 -2.91878 -2.31488
S 0.32654 -1.35475 0.03406
O -1.09530 -1.11942 -0.25222
O 0.67590 -2.46809 0.97941
O 0.92518 -0.08458 0.40190
C -4.05027 -6.65010 -6.30387
F -3.79713 -7.96230 -5.97865
F -5.18898 -6.25895 -5.83321
F -3.08903 -5.82927 -5.84819
S -4.04168 -6.63719 -8.28236
O -2.80754 -7.28000 -8.72914
O -5.23289 -7.33276 -8.75798
O -4.08712 -5.20294 -8.46874
*
```

Atomic partial charges in e from the Mulliken method, atoms 1 to 4: atom 1 (C): -1.3107, atom 2 (C): 0.0843, atom 3 (C): -0.6945, atom 4 (O): -0.3542

---

Maximum force in eV Å⁻¹, matching the order above: 5.41; 0.25; 3.43; 1.17; 4.78